Formula: C54H83AsBaN3O4SSbSi2Te
Source: the Open Molecules 2025 dataset
Level of theory: ωB97M-V with the def2-TZVPD basis set

Values from the calculation:
- molar mass (g/mol) = 1388.1
- spin multiplicity = 1
- net charge = 0
- largest force on an atom (eV/A) = 6.449
- total energy (eV) = -171956.960
- frontier orbital gap (eV) = 4.38

The geometry in XYZ format:
```
151
C54H83AsBaN3O4SSbSi2Te, DFT ωB97M-V with the def2-TZVPD basis set
Ba 1.054 -0.599 0.243
C -0.204 4.863 1.032
O -0.252 3.456 1.130
C -1.561 2.953 1.356
C -2.420 2.869 0.101
O -2.309 1.576 -0.478
C -2.549 1.549 -1.877
C -1.373 2.031 -2.703
O -0.260 1.185 -2.507
C 0.356 0.759 -3.710
H -0.742 5.328 1.867
H -0.635 5.230 0.095
H 0.845 5.155 1.075
H -2.069 3.580 2.098
H -1.438 1.946 1.757
H -2.111 3.641 -0.611
H -3.468 3.047 0.365
H -3.435 2.149 -2.119
H -2.742 0.504 -2.118
H -1.092 3.057 -2.429
H -1.676 2.034 -3.755
H 0.910 1.584 -4.167
H -0.379 0.375 -4.422
H 1.037 -0.050 -3.448
C 4.421 -0.520 0.894
As 3.347 -1.973 1.596
C 3.296 -3.449 0.360
C 4.268 -2.673 3.131
O 1.902 -1.352 2.078
H 5.480 -0.759 0.978
H 4.210 0.361 1.500
H 4.193 -0.307 -0.152
H 4.322 -3.658 0.054
H 2.661 -3.256 -0.515
H 2.895 -4.315 0.887
H 5.247 -3.062 2.855
H 3.659 -3.483 3.532
H 4.376 -1.907 3.896
C 5.964 2.587 0.927
Si 4.432 3.638 1.302
C 3.233 2.799 2.496
C 5.057 5.240 2.087
C 3.556 4.059 -0.319
Te 2.129 2.621 -1.118
C 3.668 1.822 -2.434
Si 4.159 2.882 -3.938
C 3.933 4.746 -3.697
C 3.165 2.396 -5.471
C 5.995 2.611 -4.305
H 6.386 2.164 1.841
H 6.736 3.211 0.472
H 5.764 1.765 0.237
H 3.747 2.328 3.337
H 2.614 2.045 2.003
H 2.545 3.537 2.914
H 5.606 5.040 3.010
H 4.236 5.916 2.333
H 5.734 5.770 1.413
H 4.286 4.197 -1.115
H 3.020 5.005 -0.221
H 3.308 0.848 -2.776
H 4.541 1.641 -1.804
H 3.023 4.989 -3.146
H 3.872 5.232 -4.673
H 4.779 5.191 -3.169
H 2.186 2.878 -5.486
H 3.014 1.317 -5.539
H 3.694 2.714 -6.371
H 6.622 2.921 -3.466
H 6.299 3.197 -5.174
H 6.217 1.564 -4.522
N -1.077 -1.502 3.641
C -0.565 -0.412 4.255
N -0.343 0.709 3.660
C 0.156 1.654 4.531
C 0.494 2.967 4.214
C 0.956 3.808 5.212
C 1.128 3.352 6.518
C 0.825 2.040 6.848
C 0.324 1.214 5.857
S -0.179 -0.452 5.988
H -0.928 -1.500 2.650
H -1.012 -2.389 4.110
H 0.414 3.305 3.188
H 1.192 4.837 4.973
H 1.520 4.018 7.276
H 0.976 1.669 7.854
C 2.721 -2.665 -3.780
C 1.485 -3.539 -4.045
C 0.355 -2.709 -4.669
C 0.952 -4.298 -2.830
C 0.840 -5.666 -2.983
C 0.317 -6.498 -1.996
C -0.156 -5.898 -0.842
C -0.097 -4.532 -0.624
C -0.751 -4.001 0.640
C -2.215 -4.443 0.754
C 0.011 -4.408 1.916
C 0.520 -3.633 -1.588
N 0.723 -2.334 -1.418
H 3.012 -2.127 -4.691
H 3.562 -3.289 -3.461
H 2.467 -1.965 -2.988
H 1.788 -4.295 -4.778
H -0.068 -2.055 -3.905
H -0.430 -3.370 -5.045
H 0.727 -2.107 -5.505
H 1.177 -6.110 -3.918
H 0.258 -7.569 -2.137
H -0.605 -6.534 -0.081
H -0.762 -2.902 0.586
H -2.289 -5.512 0.962
H -2.746 -4.243 -0.177
H -2.720 -3.904 1.564
H 0.410 -5.417 1.813
H -0.649 -4.393 2.790
H 0.843 -3.728 2.116
C -7.104 -3.644 3.247
C -6.417 -4.147 2.152
C -5.466 -3.367 1.508
C -5.193 -2.073 1.942
C -5.879 -1.585 3.051
C -6.833 -2.360 3.696
Sb -3.637 -0.871 0.991
C -4.932 0.854 0.865
C -4.994 1.665 1.997
C -5.782 2.808 2.018
C -6.509 3.162 0.892
C -6.432 2.378 -0.251
C -5.644 1.234 -0.267
C -4.016 -1.674 -0.964
C -5.305 -1.931 -1.427
C -5.498 -2.536 -2.660
C -4.403 -2.915 -3.428
C -3.117 -2.668 -2.971
C -2.922 -2.041 -1.747
H -7.844 -4.252 3.752
H -6.618 -5.152 1.799
H -4.940 -3.776 0.653
H -5.678 -0.584 3.416
H -7.363 -1.964 4.553
H -4.405 1.408 2.873
H -5.825 3.422 2.909
H -7.130 4.049 0.901
H -6.995 2.658 -1.133
H -5.585 0.645 -1.173
H -6.160 -1.675 -0.812
H -6.504 -2.728 -3.014
H -4.554 -3.416 -4.375
H -2.257 -2.980 -3.551
H -1.907 -1.856 -1.394
```

These are the Löwdin partial charges, in e, on atoms 1 to 99: atom 1 (Ba): 1.46, atom 2 (C): -0.11, atom 3 (O): -0.28, atom 4 (C): -0.18, atom 5 (C): -0.17, atom 6 (O): -0.21, atom 7 (C): -0.17, atom 8 (C): -0.20, atom 9 (O): -0.32, atom 10 (C): -0.10, atom 11 (H): 0.10, atom 12 (H): 0.09, atom 13 (H): 0.08, atom 14 (H): 0.13, atom 15 (H): 0.10, atom 16 (H): 0.12, atom 17 (H): 0.11, atom 18 (H): 0.13, atom 19 (H): 0.11, atom 20 (H): 0.11, atom 21 (H): 0.13, atom 22 (H): 0.06, atom 23 (H): 0.10, atom 24 (H): 0.07, atom 25 (C): -0.21, atom 26 (As): 0.93, atom 27 (C): -0.18, atom 28 (C): -0.19, atom 29 (O): -0.91, atom 30 (H): 0.06, atom 31 (H): 0.02, atom 32 (H): 0.03, atom 33 (H): 0.05, atom 34 (H): 0.01, atom 35 (H): 0.05, atom 36 (H): 0.05, atom 37 (H): 0.05, atom 38 (H): 0.05, atom 39 (C): -0.18, atom 40 (Si): 0.44, atom 41 (C): -0.18, atom 42 (C): -0.18, atom 43 (C): -0.56, atom 44 (Te): 1.23, atom 45 (C): -0.56, atom 46 (Si): 0.45, atom 47 (C): -0.20, atom 48 (C): -0.18, atom 49 (C): -0.19, atom 50 (H): 0.03, atom 51 (H): 0.03, atom 52 (H): 0.00, atom 53 (H): 0.05, atom 54 (H): -0.01, atom 55 (H): 0.01, atom 56 (H): 0.03, atom 57 (H): 0.03, atom 58 (H): 0.03, atom 59 (H): -0.02, atom 60 (H): 0.00, atom 61 (H): -0.01, atom 62 (H): -0.02, atom 63 (H): 0.01, atom 64 (H): 0.03, atom 65 (H): 0.03, atom 66 (H): 0.02, atom 67 (H): 0.03, atom 68 (H): 0.03, atom 69 (H): 0.02, atom 70 (H): 0.03, atom 71 (H): 0.03, atom 72 (N): 0.11, atom 73 (C): -0.69, atom 74 (N): 0.10, atom 75 (C): -0.30, atom 76 (C): -0.04, atom 77 (C): -0.09, atom 78 (C): -0.10, atom 79 (C): -0.10, atom 80 (C): -0.48, atom 81 (S): 1.07, atom 82 (H): 0.02, atom 83 (H): 0.09, atom 84 (H): 0.08, atom 85 (H): 0.10, atom 86 (H): 0.10, atom 87 (H): 0.11, atom 88 (C): -0.10, atom 89 (C): -0.38, atom 90 (C): -0.09, atom 91 (C): -0.17, atom 92 (C): -0.09, atom 93 (C): -0.14, atom 94 (C): -0.10, atom 95 (C): -0.18, atom 96 (C): -0.39, atom 97 (C): -0.08, atom 98 (C): -0.07, atom 99 (C): -0.44

Formula: C54H94ClN9O10
Source: the Open Molecules 2025 dataset
Level of theory: ωB97M-V with the def2-TZVPD basis set

Values from the calculation:
- molar mass (g/mol) = 1064.9
- spin multiplicity = 1
- net charge = 0
- largest force on an atom (eV/A) = 5.776
- total energy (eV) = -103912.683
- frontier orbital gap (eV) = 7.57

The geometry in XYZ format:
```
168
C54H94ClN9O10, DFT ωB97M-V with the def2-TZVPD basis set
C 2.078 3.901 2.228
C 2.640 2.609 1.436
Cl 4.467 2.619 1.279
C 1.868 2.561 -0.004
C 0.425 1.901 0.334
C 0.402 0.353 0.627
C 1.728 -0.526 0.552
C 1.983 -1.462 1.825
O 1.520 -1.148 2.954
N 2.734 -2.709 1.580
C 4.163 -2.440 1.221
C 2.600 -3.662 2.721
C -1.014 -0.219 0.998
C -2.302 0.689 1.061
C -2.238 2.220 0.724
C -3.586 3.048 0.786
C -4.668 2.971 -0.362
C -5.911 3.856 -0.025
C -6.083 4.734 1.228
N -5.078 4.763 2.231
C -3.930 3.976 1.967
C -0.833 2.805 0.357
C -0.803 4.393 0.052
C -0.742 4.699 -1.540
C 0.545 5.562 -1.959
N 0.436 6.087 -3.383
C 1.837 6.131 -3.947
C 2.763 7.234 -3.262
C 2.576 8.741 -3.662
C 3.460 9.881 -3.078
C 4.602 9.599 -2.038
C 4.782 8.094 -1.623
C 3.889 6.949 -2.226
O 4.154 5.612 -1.796
C -3.673 -0.043 1.506
O -4.800 0.219 1.024
C -3.461 -1.205 2.612
O -4.464 -1.350 3.618
C -2.290 -2.032 2.559
C -2.070 -3.139 3.685
C -1.841 -4.635 3.141
N -0.463 -5.186 3.440
C -1.214 -1.778 1.378
O -0.614 -2.702 0.776
H 2.368 4.821 1.609
H 0.935 3.835 2.217
H 2.405 3.949 3.319
H 2.342 1.685 2.066
H 2.444 1.934 -0.776
H 1.734 3.653 -0.310
H 2.686 0.067 0.369
H 1.603 -1.229 -0.361
H 4.868 -3.307 1.470
H 4.201 -2.312 0.069
H 4.482 -1.434 1.660
H 2.801 -4.731 2.330
H 3.377 -3.465 3.537
H 1.523 -3.681 3.133
H -4.559 2.331 -1.293
H -6.779 3.852 -0.781
H -7.026 5.353 1.357
H -3.106 4.038 2.776
H -1.702 4.931 0.542
H 0.126 4.904 0.512
H -0.682 3.662 -2.055
H -1.732 5.208 -1.847
H 0.595 6.458 -1.244
H 1.530 4.951 -1.947
H 0.001 5.293 -3.892
H 1.737 6.435 -5.058
H 2.352 5.104 -3.947
H 1.775 9.006 -4.440
H 3.323 10.961 -3.407
H 5.261 10.441 -1.628
H 5.631 7.883 -0.885
H 4.016 5.513 -0.829
H -5.309 -1.678 3.227
H -1.131 -2.808 4.282
H -2.928 -3.146 4.452
H -2.104 -4.668 2.027
H -2.566 -5.311 3.741
H 0.018 -4.601 4.145
H -0.616 -6.086 3.939
C -6.867 -1.527 -0.666
C -6.561 -2.463 -1.832
C -7.552 -2.328 -3.008
O -8.814 -2.952 -2.784
C -9.728 -2.175 -2.029
N -6.502 -3.843 -1.333
H -7.714 -1.866 -0.066
H -6.007 -1.466 0.005
H -7.081 -0.515 -1.021
H -5.569 -2.192 -2.210
H -7.120 -2.844 -3.872
H -7.685 -1.280 -3.304
H -9.628 -1.104 -2.233
H -9.600 -2.373 -0.963
H -10.738 -2.487 -2.300
H -6.203 -4.453 -2.094
H -7.461 -4.139 -1.149
C -8.320 -5.926 -5.788
C -6.830 -5.610 -5.707
C -6.040 -6.027 -6.965
O -5.780 -7.425 -7.058
C -6.855 -8.189 -7.577
N -6.277 -6.229 -4.495
H -8.534 -6.986 -5.641
H -8.866 -5.382 -5.012
H -8.732 -5.624 -6.756
H -6.737 -4.523 -5.609
H -5.056 -5.549 -6.918
H -6.521 -5.661 -7.881
H -7.421 -7.645 -8.339
H -7.515 -8.509 -6.769
H -6.438 -9.089 -8.033
H -5.306 -5.936 -4.394
H -6.209 -7.232 -4.670
C 8.565 -0.219 4.502
C 8.611 -0.187 2.977
C 9.104 1.158 2.403
O 8.133 2.198 2.436
C 8.025 2.862 3.684
N 7.287 -0.544 2.452
H 7.714 0.332 4.908
H 8.473 -1.250 4.857
H 9.480 0.199 4.932
H 9.324 -0.957 2.661
H 9.334 1.006 1.343
H 10.037 1.483 2.881
H 8.988 2.942 4.196
H 7.296 2.354 4.319
H 7.647 3.868 3.497
H 7.347 -0.616 1.437
H 6.675 0.259 2.601
C 3.018 -0.960 8.221
C 3.071 -0.933 6.696
C 3.558 0.413 6.119
O 2.581 1.450 6.144
C 2.463 2.118 7.389
N 1.753 -1.301 6.166
H 2.162 -0.414 8.621
H 2.932 -1.990 8.579
H 3.928 -0.534 8.653
H 3.791 -1.699 6.386
H 3.794 0.259 5.061
H 4.487 0.746 6.602
H 3.424 2.203 7.905
H 1.733 1.609 8.021
H 2.082 3.123 7.196
H 1.820 -1.376 5.151
H 1.135 -0.502 6.310
C 2.948 -3.361 -5.338
C 2.227 -3.110 -4.016
C 1.310 -1.869 -4.039
O 2.003 -0.626 -3.945
C 2.537 -0.155 -5.171
N 3.221 -3.025 -2.940
H 3.783 -2.677 -5.497
H 3.360 -4.374 -5.357
H 2.261 -3.267 -6.184
H 1.590 -3.981 -3.827
H 0.665 -1.912 -3.156
H 0.645 -1.875 -4.913
H 1.901 -0.410 -6.024
H 3.546 -0.544 -5.317
H 2.613 0.932 -5.108
H 2.730 -2.954 -2.049
H 3.689 -2.122 -3.030
```

These are the Löwdin partial charges, in e, on atoms 1 to 99: atom 1 (C): -0.11, atom 2 (C): -0.69, atom 3 (Cl): 0.54, atom 4 (C): -0.15, atom 5 (C): -0.05, atom 6 (C): -0.02, atom 7 (C): -0.05, atom 8 (C): -0.36, atom 9 (O): 0.02, atom 10 (N): -0.17, atom 11 (C): -0.08, atom 12 (C): -0.09, atom 13 (C): 0.04, atom 14 (C): 0.03, atom 15 (C): -0.04, atom 16 (C): -0.14, atom 17 (C): 0.03, atom 18 (C): -0.05, atom 19 (C): -0.12, atom 20 (N): 0.00, atom 21 (C): -0.10, atom 22 (C): -0.06, atom 23 (C): -0.15, atom 24 (C): -0.17, atom 25 (C): -0.24, atom 26 (N): -0.09, atom 27 (C): -0.22, atom 28 (C): -0.09, atom 29 (C): -0.02, atom 30 (C): -0.08, atom 31 (C): -0.06, atom 32 (C): -0.01, atom 33 (C): -0.19, atom 34 (O): -0.06, atom 35 (C): -0.19, atom 36 (O): 0.04, atom 37 (C): -0.13, atom 38 (O): 0.00, atom 39 (C): -0.03, atom 40 (C): -0.11, atom 41 (C): -0.25, atom 42 (N): -0.04, atom 43 (C): -0.21, atom 44 (O): 0.06, atom 45 (H): 0.08, atom 46 (H): 0.07, atom 47 (H): 0.09, atom 48 (H): 0.10, atom 49 (H): 0.12, atom 50 (H): 0.08, atom 51 (H): 0.11, atom 52 (H): 0.13, atom 53 (H): 0.11, atom 54 (H): 0.09, atom 55 (H): 0.09, atom 56 (H): 0.11, atom 57 (H): 0.09, atom 58 (H): 0.07, atom 59 (H): 0.11, atom 60 (H): 0.09, atom 61 (H): 0.10, atom 62 (H): 0.12, atom 63 (H): 0.11, atom 64 (H): 0.09, atom 65 (H): 0.12, atom 66 (H): 0.12, atom 67 (H): 0.13, atom 68 (H): 0.10, atom 69 (H): 0.10, atom 70 (H): 0.12, atom 71 (H): 0.12, atom 72 (H): 0.10, atom 73 (H): 0.08, atom 74 (H): 0.09, atom 75 (H): 0.09, atom 76 (H): 0.10, atom 77 (H): 0.13, atom 78 (H): 0.12, atom 79 (H): 0.12, atom 80 (H): 0.11, atom 81 (H): 0.11, atom 82 (H): 0.04, atom 83 (H): 0.07, atom 84 (C): -0.07, atom 85 (C): -0.42, atom 86 (C): -0.20, atom 87 (O): -0.20, atom 88 (C): -0.11, atom 89 (N): 0.04, atom 90 (H): 0.07, atom 91 (H): 0.05, atom 92 (H): 0.08, atom 93 (H): 0.13, atom 94 (H): 0.10, atom 95 (H): 0.12, atom 96 (H): 0.09, atom 97 (H): 0.07, atom 98 (H): 0.09, atom 99 (H): 0.05